1:
This record from the OMol25 dataset describes a 2-piece molecular cluster, C3H9O2 overall. The level of theory is wB97M-V/def2-TZVPD.

Results
Orbital gap in eV: 7.4
Highest occupied orbital energy in Eh: -0.1098
Spin multiplicity: 1
Charge: -1

```
14
Properties=species:S:1:pos:R:3:lowdin_charge:R:1
C 1.514 1.785 -1.612 -0.281
O 1.043 1.306 -0.377 -0.315
H 2.575 2.210 -1.402 0.063
H 0.759 2.603 -1.934 0.068
H 1.713 0.908 -2.345 0.074
C -0.865 -0.534 0.839 -0.585
O -0.214 -1.005 -0.259 -0.338
C -1.533 -1.713 1.455 -0.154
H -1.547 0.315 0.599 0.085
H -0.053 -0.096 1.592 0.108
H 0.187 0.484 -0.395 0.108
H -1.133 -2.657 0.981 0.078
H -2.588 -1.540 1.383 0.036
H -1.244 -1.861 2.522 0.051
```



2:
This record from the OMol25 dataset describes a 2-piece molecular cluster, C3H9O2 overall. The level of theory is wB97M-V/def2-TZVPD.

Results
Orbital gap in eV: 5.5
Highest occupied orbital energy in Eh: -0.0747
Spin multiplicity: 1
Charge: -1

```
14
Properties=species:S:1:pos:R:3:lowdin_charge:R:1
C 0.487 0.039 1.562 -0.581
O 0.527 0.619 2.775 -0.391
C -0.820 0.375 0.763 -0.269
C -1.549 -0.798 0.080 -0.145
H 1.345 0.417 0.949 0.060
H 0.567 -1.073 1.578 0.060
H -1.389 1.020 1.431 0.078
H -0.566 1.092 -0.039 0.069
H -2.596 -0.977 0.284 0.041
H -1.406 -0.724 -0.999 0.037
H -1.021 -1.726 0.345 0.046
H 0.614 0.332 -3.482 0.030
H 1.652 -0.783 -3.540 0.037
O 1.182 -0.146 -4.096 -0.072
```



Short version: 1 is the least stable of them.



1:
This record from the OMol25 dataset describes one molecule with the formula C3H6S2. The level of theory is wB97M-V/def2-TZVPD.

Results
Orbital gap in eV: 8.7
Highest occupied orbital energy in Eh: -0.2919
Structure (SMILES): C/C(S)=C\S
Spin multiplicity: 1

```
11
Properties=species:S:1:pos:R:3:lowdin_charge:R:1
C 1.140 -0.323 -0.010 -0.636
C -1.168 0.589 -0.234 -0.166
C -0.125 -0.189 0.464 -0.750
S 1.969 0.624 -1.188 0.729
S -0.749 -1.497 1.575 0.708
H 1.833 -1.096 0.439 0.066
H -2.147 0.014 -0.022 0.083
H -1.039 0.360 -1.270 0.055
H -1.363 1.672 -0.089 0.094
H 1.078 1.573 -1.724 -0.096
H 0.571 -1.727 2.058 -0.087
```



2:
This record from the OMol25 dataset describes one molecule with the formula C3H6S2. The level of theory is wB97M-V/def2-TZVPD.

Results
Orbital gap in eV: 8.4
Highest occupied orbital energy in Eh: -0.3141
Structure (SMILES): CCSC=S
Spin multiplicity: 1

```
11
Properties=species:S:1:pos:R:3:lowdin_charge:R:1
C -0.395 -0.708 1.586 -0.233
C 0.379 -0.253 0.418 -0.499
C 0.077 0.936 -2.008 -1.089
H 0.394 -1.163 2.377 0.115
H -0.822 0.137 2.253 0.087
H -1.176 -1.453 1.086 0.117
H 0.435 -0.924 -0.290 -0.016
H 1.370 0.268 0.601 0.111
H 1.032 0.326 -2.285 0.060
S -0.849 0.922 -0.522 0.809
S -0.445 1.913 -3.216 0.538
```



Short version: 2 is the least stable of them.



1:
This record from the OMol25 dataset describes one molecule with the formula C3H6S2. The level of theory is wB97M-V/def2-TZVPD.

Results
Orbital gap in eV: 8.4
Highest occupied orbital energy in Eh: -0.3230
Structure (SMILES): CC(=S)CS
Spin multiplicity: 1

```
11
Properties=species:S:1:pos:R:3:lowdin_charge:R:1
C 0.714 1.256 -0.292 -0.149
C 0.661 -0.205 0.064 -0.843
C -0.687 -0.684 0.717 -0.679
H 0.957 1.891 0.589 0.097
H -0.115 1.665 -0.901 0.083
H 1.619 1.356 -0.885 0.052
H -0.949 -0.002 1.550 0.087
H -0.485 -1.638 1.179 0.044
H -1.545 -1.582 -1.344 -0.117
S 1.840 -1.316 -0.280 0.694
S -2.011 -0.742 -0.398 0.731
```



2:
This record from the OMol25 dataset describes one molecule with the formula C3H6S2. The level of theory is wB97M-V/def2-TZVPD.

Results
Orbital gap in eV: 9.3
Highest occupied orbital energy in Eh: -0.3120
Structure (SMILES): SC1(S)CC1
Spin multiplicity: 1

```
11
Properties=species:S:1:pos:R:3:lowdin_charge:R:1
C 1.118 0.085 -0.204 -0.064
C 0.185 -0.040 -1.491 -0.264
C -0.676 -0.006 -0.248 -1.099
S -1.565 1.443 0.275 0.726
S -1.626 -1.532 -0.016 0.687
H 1.760 -0.727 0.103 0.058
H 1.631 1.038 -0.030 0.072
H 0.259 0.845 -2.149 0.094
H 0.371 -0.948 -2.025 0.078
H -1.135 2.126 -0.771 -0.137
H -2.767 -0.811 -0.099 -0.152
```



Short version: 2 is the least stable of them.



1:
This record from the OMol25 dataset describes a 2-piece molecular cluster, CH4NOP overall. The level of theory is wB97M-V/def2-TZVPD.

Results
Orbital gap (alpha / beta) in eV: 7.9 / 9.1
Highest occupied orbital energy (alpha / beta) in Eh: -0.3011 / -0.3515
Spin multiplicity: 1

```
8
Properties=species:S:1:pos:R:3:lowdin_charge:R:1
C 0.098 -0.048 -0.461 -0.266
N 0.478 -1.987 -1.260 0.063
O -0.666 1.199 1.758 -0.387
P -1.083 -0.064 0.779 0.700
H 0.331 0.664 -1.228 -0.024
H 0.878 -1.660 -2.138 -0.080
H -0.917 2.067 1.437 0.037
H -0.590 -1.041 1.641 -0.043
```



2:
This record from the OMol25 dataset describes a 2-piece molecular cluster, CH4NOP overall. The level of theory is wB97M-V/def2-TZVPD.

Results
Orbital gap in eV: 10.7
Highest occupied orbital energy in Eh: -0.3589
Structure (SMILES): C#[N+][O-].P
Spin multiplicity: 1

```
8
Properties=species:S:1:pos:R:3:lowdin_charge:R:1
C 1.203 0.077 -1.270 0.087
N 1.582 -0.591 -0.433 -0.252
O 2.000 -1.366 0.391 0.003
P -1.004 0.188 1.034 0.673
H 0.968 0.939 -1.718 0.040
H -0.906 0.848 -0.232 -0.168
H -1.734 -0.878 0.619 -0.192
H -2.110 0.784 1.609 -0.192
```



Short version: 1 is the least stable of them.



1:
This record from the OMol25 dataset describes a 2-piece molecular cluster, CH4NOP overall. The level of theory is wB97M-V/def2-TZVPD.

Results
Orbital gap (alpha / beta) in eV: 7.5 / 6.6
Highest occupied orbital energy (alpha / beta) in Eh: -0.3193 / -0.2949
Spin multiplicity: 1

```
8
Properties=species:S:1:pos:R:3:lowdin_charge:R:1
C 0.160 1.163 0.554 -0.337
N -0.517 -2.087 -1.040 -0.379
O 0.723 0.845 -0.657 -0.390
P 0.918 -1.766 -0.811 0.940
H 0.944 0.953 1.359 0.078
H -0.604 0.362 0.666 0.038
H -0.242 2.062 0.767 0.023
H -1.381 -1.532 -0.838 0.027
```



2:
This record from the OMol25 dataset describes a 2-piece molecular cluster, CH4NOP overall. The level of theory is wB97M-V/def2-TZVPD.

Results
Orbital gap (alpha / beta) in eV: 8.5 / 6.3
Highest occupied orbital energy (alpha / beta) in Eh: -0.3504 / -0.2832
Spin multiplicity: 1

```
8
Properties=species:S:1:pos:R:3:lowdin_charge:R:1
C -0.295 0.062 -0.042 -0.172
N 0.549 -0.180 1.158 -0.519
O 2.398 -0.474 3.185 -0.554
P -0.005 -0.826 2.513 0.914
H -0.681 1.105 0.209 0.094
H 0.158 -0.055 -1.072 0.090
H -1.101 -0.731 0.039 0.064
H 1.515 0.268 1.356 0.082
```



Short version: 2 is the least stable of them.



1:
This record from the OMol25 dataset describes one molecule with the formula C3H7NO4S. The level of theory is wB97M-V/def2-TZVPD.

Results
Orbital gap in eV: 10.0
Highest occupied orbital energy in Eh: -0.3539
Structure (SMILES): CS(=O)(=O)[C@H](N)C(=O)O
Spin multiplicity: 1

```
16
Properties=species:S:1:pos:R:3:lowdin_charge:R:1
C 1.346 0.351 -0.801 -0.580
C -2.046 0.531 -1.043 -0.107
C 0.844 -0.805 -0.014 -0.235
N 1.336 -1.141 1.302 0.058
O 2.121 1.261 -0.183 0.094
O 1.031 0.591 -1.946 0.097
O -0.560 1.197 1.029 -0.328
O -1.693 -0.869 1.244 -0.313
S -1.017 0.019 0.389 0.647
H -1.666 1.505 -1.500 0.105
H -2.186 -0.372 -1.664 0.080
H -2.896 0.837 -0.577 0.013
H 0.738 -1.694 -0.664 0.148
H 2.204 1.184 0.831 0.155
H 1.049 -0.508 2.065 0.102
H 1.396 -2.087 1.531 0.065
```



2:
This record from the OMol25 dataset describes one molecule with the formula C3H7NO4S. The level of theory is wB97M-V/def2-TZVPD.

Results
Orbital gap in eV: 10.7
Highest occupied orbital energy in Eh: -0.3806
Structure (SMILES): N[C@@H](C[SH](=O)=O)C(=O)O
Spin multiplicity: 1

```
16
Properties=species:S:1:pos:R:3:lowdin_charge:R:1
C 0.126 0.172 0.613 -0.324
C -0.283 0.623 -0.788 -0.211
C -0.759 0.921 1.642 -0.505
H -0.628 -1.726 0.320 0.097
H 0.958 -1.696 0.643 0.091
H 1.125 0.468 0.822 0.144
H -0.154 1.677 -0.878 0.100
H -1.321 0.351 -1.022 0.126
H 0.592 0.625 -3.074 0.079
H -0.658 -0.696 2.547 0.113
N 0.084 -1.261 0.863 0.060
O 2.138 -0.051 -1.551 -0.351
O 0.183 -1.489 -2.319 -0.366
O -1.043 0.209 2.713 0.124
O -1.123 2.059 1.461 0.108
S 0.762 -0.187 -1.992 0.714
```



Short version: 1 is the least stable of them.